89
Properties=species:S:1:pos:R:3 method="wB97M-V/def2-TZVPD" total_charge=+2 spin_multiplicity=1 e_homo_ev=-13.247 de_lowest_ev=1.9133
Ta -0.250 0.053 0.060
C 3.769 2.152 1.689
C 4.381 2.741 0.597
C 3.725 2.712 -0.619
C 2.512 2.038 -0.719
N 1.972 1.392 0.311
C 2.564 1.505 1.495
C 1.664 2.074 -1.921
C 2.075 2.775 -3.048
C 1.264 2.829 -4.162
C 0.071 2.136 -4.125
C -0.271 1.447 -2.972
N 0.481 1.431 -1.859
C -1.413 0.526 -3.000
C -2.490 0.664 -3.861
C -3.393 -0.382 -3.971
C -3.151 -1.542 -3.253
C -2.090 -1.561 -2.366
N -1.258 -0.530 -2.191
H 4.209 2.200 2.675
H 5.330 3.249 0.695
H 4.151 3.223 -1.468
H 2.017 1.088 2.315
H 3.028 3.279 -3.053
H 1.570 3.368 -5.047
H -0.569 2.082 -4.992
H -2.614 1.568 -4.439
H -4.248 -0.304 -4.629
H -3.781 -2.415 -3.351
H -1.872 -2.451 -1.793
C -1.365 -4.177 1.835
O -2.039 -4.135 0.567
C -3.010 -3.193 0.488
C -4.336 -3.595 0.432
C -5.375 -2.688 0.249
C -5.092 -1.350 0.107
C -3.758 -0.914 0.128
C -3.480 0.477 -0.038
N -2.295 1.002 -0.099
N -2.338 2.394 -0.020
C -1.251 2.772 0.558
O -0.348 1.854 0.858
C -0.933 4.168 0.866
C 0.304 4.513 1.404
C 0.590 5.840 1.673
C -0.354 6.823 1.410
C -1.590 6.481 0.875
C -1.883 5.157 0.603
C -2.713 -1.830 0.340
O -1.447 -1.408 0.264
H -0.826 -5.120 1.863
H -0.672 -3.345 1.928
H -2.093 -4.152 2.648
H -4.535 -4.654 0.535
H -6.397 -3.040 0.220
H -5.885 -0.627 -0.032
H -4.317 1.170 -0.041
H 1.034 3.743 1.615
H 1.549 6.112 2.095
H -0.129 7.859 1.625
H -2.325 7.249 0.677
H -2.843 4.880 0.192
C 1.997 0.427 4.712
N 2.540 -0.565 3.796
C 3.795 -1.118 3.892
C 3.852 -2.113 2.974
N 2.640 -2.187 2.329
B 2.162 -3.581 1.784
N 1.643 -3.688 0.294
C 1.372 -4.962 -0.149
C 1.044 -4.904 -1.460
N 1.112 -3.582 -1.823
C 0.996 -3.076 -3.180
C 1.453 -2.862 -0.731
S 1.769 -1.152 -0.764
C 1.868 -1.209 2.821
S 0.232 -0.866 2.362
H 2.815 1.023 5.107
H 1.482 -0.073 5.531
H 1.286 1.069 4.198
H 4.513 -0.774 4.616
H 4.636 -2.814 2.755
H 3.113 -4.301 1.841
H 1.277 -3.945 2.496
H 1.464 -5.808 0.509
H 0.795 -5.676 -2.166
H 0.696 -3.899 -3.823
H 1.959 -2.693 -3.515
H 0.259 -2.282 -3.231


53
Properties=species:S:1:pos:R:3 method="wB97M-V/def2-TZVPD" spin_multiplicity=1 e_homo_ev=-9.232 smiles="CCC(=O)Nc1ccc(S(N)(=O)=O)cc1.CNC(=O)[C@H](CC(N)=O)NC(C)=O"
O -6.464 1.719 -1.081
O 1.593 -0.857 2.698
O -2.679 -0.434 1.514
O -2.318 2.036 -2.895
O 7.483 -4.743 1.183
O 8.187 -3.495 -0.821
C -5.930 0.663 -0.763
C 1.839 0.112 1.997
C -2.523 0.737 1.224
C -3.439 1.959 -2.402
C 5.070 -0.475 0.379
C 3.527 -2.238 0.938
C 6.062 -1.420 0.112
C 4.514 -3.191 0.682
C 3.801 -0.869 0.812
C 5.786 -2.781 0.272
N -2.589 1.653 2.161
N 2.872 0.140 1.076
N -4.539 2.155 -3.140
N -4.609 0.510 -0.703
N 6.341 -5.116 -0.988
C -6.770 -0.545 -0.425
C -4.541 2.460 -4.569
C 1.777 2.383 3.094
C 1.024 1.383 2.213
C -2.307 1.178 -0.211
C -3.622 1.579 -0.912
S 7.080 -4.005 -0.013
H 5.304 0.578 0.267
H 2.546 -2.582 1.247
H 7.051 -1.094 -0.206
H 4.294 -4.250 0.810
H -2.760 1.312 3.091
H -2.502 2.626 1.940
H 3.072 1.050 0.681
H -5.431 2.092 -2.659
H -4.256 -0.389 -0.406
H 6.363 -4.715 -1.914
H 6.932 -5.934 -0.937
H -7.823 -0.277 -0.497
H -6.543 -0.868 0.590
H -6.548 -1.347 -1.126
H -4.203 3.485 -4.728
H -3.863 1.782 -5.094
H -5.547 2.344 -4.976
H 1.159 3.268 3.274
H 2.022 1.928 4.060
H 2.707 2.701 2.611
H 0.790 1.835 1.246
H 0.079 1.117 2.696
H -1.851 0.348 -0.753
H -1.612 2.016 -0.231
H -4.002 2.475 -0.418


14
Properties=species:S:1:pos:R:3 method="wB97M-V/def2-TZVPD" total_charge=+1 spin_multiplicity=2 e_homo_ev="-13.439 / -12.670" de_lowest_ev=0.2630
C -0.053 0.696 -2.425
S 0.324 1.799 -1.028
S -1.394 1.565 0.041
H -0.091 1.366 -3.295
H 0.694 -0.061 -2.603
H -1.071 0.309 -2.349
H -0.800 1.465 1.251
C -1.076 -2.174 0.404
S 0.027 -1.447 1.623
S 1.617 -1.050 0.406
H -1.680 -2.961 0.852
H -1.759 -1.436 0.007
H -0.573 -2.509 -0.503
H 1.789 0.294 0.477